ORCA calculation (ωB97M-V/def2-TZVPD) on a structure of composition C39H35AsCl2N5NaO2S3.

Summary:
Kohn-Sham gap: 3.74 eV
spin multiplicity: 1
highest occupied orbital energy: -0.07 eV
net charge: -2
relative energy (zero: lowest compared OMol25 entry of this formula, charge and spin): 25.5 kcal/mol
LUMO energy: 3.67 eV

Geometry as XYZ:
```
88
C39H35AsCl2N5NaO2S3, DFT ωB97M-V/def2-TZVPD
As 0.60 1.64 2.36
Cl -3.94 1.57 0.86
Cl -4.92 4.82 -3.34
S 1.51 -2.76 1.30
S 5.03 4.09 0.85
S 2.73 -2.71 -2.80
Na 0.90 1.03 -0.60
O -1.31 1.18 -0.43
O 0.36 1.24 -2.81
N -1.16 -2.13 -2.26
N 2.74 2.59 0.14
N 2.51 -0.32 -1.84
N 0.50 -2.00 0.16
N -1.33 -3.28 0.95
C 5.14 -2.56 0.45
C -1.68 2.58 -2.35
C -0.94 -3.37 2.29
C 0.80 -3.18 3.94
C 4.52 -3.12 -0.65
C -0.42 -0.05 -6.12
C -2.80 -1.28 -0.72
C 3.38 -1.00 -1.01
C -0.46 0.74 -5.00
C -3.40 2.24 -0.68
C -1.43 -3.75 4.61
C 3.68 3.22 0.42
C -1.60 -1.90 -1.02
C -0.10 -3.52 4.94
C 1.84 1.60 3.89
C -1.63 -0.08 3.14
C -2.59 3.44 -3.00
C 0.40 -3.13 2.61
C -3.85 3.71 -2.46
C 2.03 0.18 4.43
C 0.37 0.48 -3.89
C 0.45 -1.14 -6.20
C -0.71 -2.38 0.08
C -2.10 1.93 -1.10
C -3.15 -1.07 -3.06
C 1.25 -1.42 -5.11
C 3.64 -2.33 -1.38
C 0.44 3.59 2.24
C -0.36 2.51 -2.83
C -1.10 1.34 3.34
C -0.45 4.03 1.08
C 4.01 -0.45 0.10
C -3.60 -0.86 -1.77
C -1.85 -3.66 3.29
C 1.23 -0.64 -3.94
C -1.93 -1.71 -3.26
C -4.30 3.13 -1.31
C 2.10 -1.05 -2.83
C 4.89 -1.24 0.82
H 1.09 -0.23 4.80
H -1.54 -1.86 -4.26
H -4.52 -0.32 -1.57
H -2.32 -3.38 0.78
H 0.50 -1.76 -7.08
H 2.79 2.01 3.53
H -5.27 3.34 -0.89
H -1.80 2.06 2.92
H -2.31 3.91 -3.93
H 4.70 -4.15 -0.93
H -1.15 1.57 -4.92
H 3.81 0.59 0.36
H -1.08 0.17 -6.95
H -0.96 -0.82 3.57
H -2.89 -3.81 3.03
H -0.02 3.74 0.12
H 2.76 0.15 5.25
H -3.72 -0.71 -3.92
H 1.83 -2.95 4.18
H 1.47 2.27 4.67
H -0.09 3.07 -3.72
H -1.73 -0.28 2.07
H 5.39 -0.82 1.69
H 0.06 3.95 3.20
H 2.39 -0.48 3.63
H 0.23 -3.57 5.97
H -0.58 5.11 1.08
H -0.95 1.57 4.40
H -3.07 -1.08 0.30
H -2.15 -3.99 5.39
H -2.61 -0.21 3.60
H 5.82 -3.17 1.04
H 1.93 -2.26 -5.16
H -1.45 3.58 1.14
H 1.45 3.97 2.11
```